{
  "formula": "C5H6ClNO2P",
  "method": "wB97M-V/def2-TZVPD",
  "spin_multiplicity": 1,
  "orbital_gap_ev": 8.320,
  "charge": 1,
  "smiles": "OP(O)c1ccc[n+](Cl)c1",
  "elements": ["O", "P", "O", "C", "C", "C", "C", "N", "Cl", "C", "H", "H", "H", "H", "H", "H"],
  "xyz": [[2.861573, -0.653964, -1.084384], [1.868695, 0.559557, -1.504830], [2.342400, 1.793074, -0.551890], [0.337977, 0.065219, -0.534340], [-0.038343, -1.239635, -0.206007], [-1.220055, -1.485082, 0.484237], [-2.017910, -0.435375, 0.841216], [-1.644081, 0.812067, 0.503704], [-2.647662, 2.103894, 0.959133], [-0.510036, 1.085833, -0.164850], [2.584494, -1.243407, -0.375043], [2.262442, 1.619509, 0.395141], [0.590430, -2.070124, -0.504160], [-1.518341, -2.489951, 0.742455], [-2.945701, -0.547102, 1.379367], [-0.305883, 2.125487, -0.379749]],
  "forces_ev_per_angstrom": [[-0.4148, -0.2340, -0.1556], [0.4410, 0.1429, -0.1469], [-0.4910, -0.0802, -0.0033], [0.0803, -0.2431, 0.0881], [0.0216, 0.1994, -0.1515], [0.3758, -0.2894, -0.1779], [-0.2127, 0.1209, 0.0621], [-0.0043, 0.0850, 0.0148], [-0.0396, 0.0429, 0.0027], [-0.0983, 0.0277, 0.0694], [0.2621, 0.0329, 0.2035], [0.3037, 0.1151, 0.0964], [-0.0506, -0.0684, 0.0144], [-0.0395, -0.0138, 0.0335], [-0.0513, 0.0992, 0.0198], [-0.0824, 0.0629, 0.0304]]
}